Molecular formula: C52H61NO8
Method: DFT, ωB97M-V with the def2-TZVPD basis set

Output
Highest occupied orbital energy in eV: -8.4
E_tot in eV: -72780.8362
Kohn-Sham gap in eV: 6.64

Structure (XYZ):
```
122
Properties=species:S:1:pos:R:3:lowdin_charge:R:1
C -1.18294 -1.14947 4.75686 -0.11
C -1.86792 -0.02422 3.95859 -0.25
C -3.25790 -0.40024 3.39135 -0.21
C -3.39519 -1.86073 2.94667 -0.22
C -2.45488 -2.22395 1.75846 -0.19
C -3.30505 -2.52989 0.49121 -0.20
C -2.43803 -3.07002 -0.69284 -0.19
C -1.96213 -1.83872 -1.48151 -0.21
C -1.42431 -2.15808 -2.87847 -0.21
C -0.94076 -0.86922 -3.61999 -0.19
C 0.40255 -1.20846 -4.28405 -0.23
C 1.05212 -0.01775 -4.99643 -0.21
C 1.79539 0.91222 -4.02145 -0.20
C 2.75748 0.14373 -3.06527 -0.18
C 2.10664 0.16367 -1.67314 -0.19
C 3.02663 -0.27070 -0.49554 -0.11
C 3.26305 0.81002 0.53565 -0.14
C 4.55940 1.12195 0.88215 0.03
C 4.81666 2.12572 1.79431 -0.30
N 6.15456 2.43257 2.07842 0.10
C 3.80759 2.83802 2.40300 0.04
C 2.51672 2.53545 2.06356 -0.09
C 2.25169 1.54199 1.14464 -0.06
C 0.79228 1.31764 0.80312 -0.26
O 0.29012 0.21416 0.67807 0.11
C 0.01033 2.60852 0.67238 -0.08
C -0.89282 2.77848 -0.35183 0.05
C -1.54055 4.01034 -0.44607 -0.16
C -2.51216 4.28383 -1.59915 -0.32
C -3.62612 5.30165 -1.21800 -0.07
C -3.08353 3.02091 -2.28011 -0.23
C -3.93112 2.14398 -1.33835 -0.08
C -1.27559 4.96779 0.49834 -0.03
C -0.37839 4.78966 1.51912 0.01
C 0.27861 3.59085 1.59432 -0.10
C 1.32817 3.27734 2.62866 -0.25
O 1.21457 3.56569 3.80594 0.12
H -0.19036 -0.78549 5.04361 0.07
H -1.06997 -2.06448 4.17475 0.06
H -1.73973 -1.32542 5.68324 0.08
H -1.20241 0.30185 3.15034 0.08
H -1.99085 0.83145 4.63169 0.10
H -3.49904 0.26561 2.55440 0.11
H -3.99868 -0.23447 4.18557 0.10
H -4.42267 -2.00898 2.58940 0.10
H -3.23721 -2.56685 3.76681 0.10
H -1.78020 -3.05960 2.01010 0.10
H -1.86285 -1.32349 1.54825 0.09
H -4.11065 -3.22188 0.76572 0.10
H -3.77405 -1.59066 0.19203 0.10
H -3.05577 -3.76673 -1.27039 0.11
H -1.61495 -3.62018 -0.22175 0.09
H -2.84445 -1.20726 -1.62793 0.11
H -1.18678 -1.34799 -0.88121 0.10
H -0.58224 -2.85812 -2.79901 0.11
H -2.17659 -2.64553 -3.51001 0.11
H -1.69370 -0.57522 -4.35435 0.11
H -0.78766 -0.11145 -2.84110 0.09
H 1.05673 -1.65896 -3.53162 0.09
H 0.21370 -1.99990 -5.02242 0.12
H 0.26332 0.55933 -5.49862 0.11
H 1.73973 -0.31873 -5.79720 0.11
H 1.03094 1.42524 -3.42108 0.09
H 2.33440 1.71174 -4.53948 0.10
H 3.72218 0.65657 -3.07734 0.11
H 2.83459 -0.89582 -3.39738 0.10
H 1.83568 1.21227 -1.48162 0.11
H 1.15395 -0.37297 -1.66442 0.09
H 3.97363 -0.59954 -0.93337 0.11
H 2.56731 -1.11588 0.02703 0.12
H 5.40615 0.60844 0.43683 0.13
H 6.80788 1.76224 1.69931 0.06
H 6.32205 2.62916 3.05400 0.09
H 4.01285 3.64040 3.10391 0.13
H -1.01815 1.96146 -1.05065 0.11
H -1.90126 4.77660 -2.37109 0.14
H -3.88897 5.25123 -0.16155 0.08
H -3.27224 6.29484 -1.50657 0.08
H -4.48640 5.09329 -1.86153 0.07
H -3.68477 3.38095 -3.12351 0.10
H -2.22996 2.48868 -2.71268 0.09
H -4.70649 1.58098 -1.87442 0.04
H -4.33757 2.76835 -0.53740 0.08
H -3.27977 1.38790 -0.88848 0.06
H -1.78098 5.92459 0.40327 0.12
H -0.15716 5.54669 2.26320 0.13
O 2.18713 -8.61756 -1.68611 0.11
C 1.62339 -7.87894 -0.90793 -0.39
C 0.19890 -7.50560 -1.09297 0.02
C -0.41411 -6.69304 -0.23699 0.02
C 0.29277 -6.12733 0.93500 -0.39
O -0.27925 -5.38862 1.70705 0.10
C 1.71646 -6.49808 1.12144 0.02
C 2.33281 -7.31124 0.26714 0.02
H -0.30273 -7.92780 -1.95433 0.12
H -1.45201 -6.40573 -0.35035 0.12
H 2.21653 -6.07360 1.98271 0.12
H 3.37070 -7.59564 0.38456 0.12
O 8.67959 -0.15949 2.39288 0.10
C 9.64372 0.39615 2.87836 -0.38
C 9.75197 1.87281 2.87875 0.02
C 10.80533 2.49082 3.40479 0.03
C 11.91872 1.72283 4.01755 -0.38
O 12.87820 2.28319 4.49922 0.11
C 11.80927 0.24183 4.01762 0.02
C 10.75370 -0.37285 3.48983 0.02
H 8.92999 2.41319 2.42582 0.10
H 10.90179 3.56900 3.41296 0.12
H 12.63043 -0.30095 4.46793 0.12
H 10.65488 -1.45080 3.48024 0.12
O -11.48047 1.12521 -2.87967 0.11
C -10.32667 0.90173 -2.58529 -0.39
C -9.89626 -0.43912 -2.11675 0.02
C -8.62942 -0.68277 -1.79182 0.02
C -7.59363 0.37453 -1.88569 -0.38
O -6.43870 0.15094 -1.59112 0.10
C -8.02282 1.71539 -2.35378 0.02
C -9.28941 1.95939 -2.67876 0.02
H -10.66639 -1.19742 -2.05569 0.12
H -8.29520 -1.65331 -1.44721 0.12
H -7.25214 2.47381 -2.41437 0.12
H -9.62279 2.93012 -3.02296 0.12
```